[1]
Computed, not measured: a structure of composition C27H34N3O7Ti, with ωB97M-V/def2-TZVPD.

* total charge: -1
* energy above the lowest of the compared OMol25 structures with the same formula, charge and spin: 0.000 eV
* E: -70469.47846 eV
* multiplicity: 1
* HOMO energy (spin up / spin down): -2.12 / -2.13 eV

Geometry (Å):
Ti1 0.150 -0.068 -0.227
C1 0.176 -2.882 0.813
C2 0.541 -1.663 1.470
C3 1.974 -1.626 1.474
C4 2.443 -2.759 0.827
C5 1.328 -3.529 0.409
H1 -0.840 -3.214 0.643
H2 -0.081 -1.182 2.220
H3 2.578 -0.877 1.965
H4 3.483 -2.997 0.644
H5 1.368 -4.443 -0.168
C6 -6.607 0.359 0.566
O1 -6.391 -0.651 -0.385
C7 -5.082 -0.904 -0.725
C8 -4.889 -1.848 -1.758
C9 -3.629 -2.173 -2.168
C10 -2.449 -1.594 -1.610
C11 -1.165 -1.858 -2.132
C12 -0.849 -2.860 -3.212
O2 -0.110 -1.236 -1.688
C13 -2.681 -0.668 -0.541
O3 -1.685 -0.085 0.095
C14 -3.994 -0.328 -0.131
H6 -7.686 0.479 0.649
H7 -6.157 1.307 0.251
H8 -6.199 0.088 1.546
H9 -5.755 -2.305 -2.219
H10 -3.531 -2.891 -2.971
H11 -1.708 -3.450 -3.523
H12 -0.084 -3.554 -2.851
H13 -0.443 -2.373 -4.108
H14 -4.075 0.384 0.680
C15 3.332 0.972 -0.822
N1 2.286 0.278 -1.573
C16 2.823 -0.997 -2.054
C17 1.843 1.070 -2.723
C18 0.948 2.229 -2.324
N2 -0.336 1.768 -1.800
C19 -1.014 2.852 -1.088
C20 -1.206 1.307 -2.882
H15 4.201 1.182 -1.465
H16 3.649 0.337 0.004
H17 2.957 1.901 -0.401
H18 3.672 -0.826 -2.736
H19 2.039 -1.546 -2.570
H20 3.146 -1.591 -1.204
H21 1.297 0.398 -3.385
H22 2.713 1.448 -3.285
H23 0.793 2.892 -3.192
H24 1.428 2.825 -1.547
H25 -1.252 3.683 -1.772
H26 -0.390 3.210 -0.274
H27 -1.934 2.469 -0.650
H28 -1.403 2.127 -3.589
H29 -2.150 0.963 -2.463
H30 -0.759 0.470 -3.411
O4 -0.587 2.489 2.068
C21 0.467 1.877 1.963
O5 1.007 1.450 0.874
C22 1.277 1.589 3.208
C23 0.639 1.504 4.441
C24 1.359 1.233 5.597
C25 2.735 1.076 5.543
C26 3.346 1.189 4.302
C27 2.653 1.426 3.128
N3 4.811 1.039 4.229
O6 5.419 0.833 5.265
O7 5.342 1.137 3.139
H31 -0.433 1.649 4.473
H32 0.848 1.145 6.547
H33 3.327 0.873 6.421
H34 3.156 1.473 2.175



[2]
Computed, not measured: an isolated molecule of C4H14N2Si in a non-equilibrium geometry, with ωB97M-V/def2-TZVPD.

* energy above the lowest of the compared OMol25 structures with the same formula, charge and spin: 3.332 eV
* E: -15230.45811 eV
* multiplicity: 1
* SMILES: CCCCNN[SiH3]
* HOMO energy: -7.52 eV

Geometry (Å):
C1 -3.068 -0.622 0.597
C2 -2.224 0.320 -0.143
C3 -0.736 -0.042 -0.512
C4 0.281 0.241 0.618
N1 1.235 1.174 0.195
N2 2.189 0.652 -0.688
Si1 3.286 -0.590 -0.187
H1 -4.009 -0.116 0.885
H2 -3.316 -1.475 -0.010
H3 -2.546 -1.118 1.450
H4 -2.652 0.553 -1.109
H5 -2.279 1.263 0.385
H6 -0.543 -1.095 -0.866
H7 -0.532 0.605 -1.317
H8 0.918 -0.694 0.874
H9 -0.080 0.587 1.642
H10 1.000 2.136 -0.154
H11 2.350 1.153 -1.599
H12 4.437 -0.855 -1.201
H13 3.552 -0.143 1.137
H14 2.738 -1.936 0.002



[3]
Computed, not measured: a cluster of 2 separate species, C2H2O2S2 in total in a non-equilibrium geometry, with ωB97M-V/def2-TZVPD.

* energy above the lowest of the compared OMol25 structures with the same formula, charge and spin: 3.656 eV
* E: -27867.95032 eV
* multiplicity: 1
* HOMO energy: -9.53 eV

Geometry (Å):
C1 0.210 -1.483 -0.736
C2 -0.478 -0.428 -1.485
O1 -0.846 0.419 1.983
O2 1.248 1.620 2.222
S1 1.150 -0.097 -0.744
S2 0.545 0.373 2.348
H1 -0.511 -0.486 -2.564
H2 -1.317 0.081 -1.025



Q: Which value of E does entry 1 give?
A: -70469.47846 eV